(1)
Below is 2 unconnected molecules or ions with the total composition C3H6NOS in a non-equilibrium geometry, with properties calculated with ωB97M-V/def2-TZVPD.

Properties
Net charge: +1
Max |F|: 4.294 eV/A
Energy: -645.79314 Eh
Orbital gap: 11.172 eV
Energy above the lowest of the compared OMol25 structures with the same formula, charge and spin: 47.6 kJ/mol
Highest occupied orbital energy: -14.815 eV

Each line ends with the Löwdin charge.
CARTESIAN COORDINATES (ANGSTROEM)
C (-0.15039, -0.30249, -0.38245)  -0.220
N (0.50485, 0.79834, 0.24229)  0.141
H (-1.10552, -2.15768, -0.26854)  0.084
C (-1.36038, 1.89354, -2.11322)  -0.892
S (-2.54215, 1.27930, -2.79690)  0.971
H (0.44200, 0.90732, 1.40522)  0.281
C (-0.69497, -1.31817, 0.32143)  0.074
H (0.29034, 1.69831, -0.29899)  0.117
O (-0.41968, 2.34649, -1.58795)  0.044
H (-1.07228, -1.38716, 1.41772)  0.120
H (1.47255, 0.67798, 0.14615)  0.134
H (0.02263, -0.49915, -1.47152)  0.147

---

(2)
Below is a gas-phase ion, C3H6NOS (charge +1) in a non-equilibrium geometry, with properties calculated with ωB97M-V/def2-TZVPD.

Properties
Net charge: +1
Max |F|: 3.947 eV/A
Energy: -645.73111 Eh
Orbital gap (spin up / spin down): 8.784 / 8.783 eV
Energy above the lowest of the compared OMol25 structures with the same formula, charge and spin: 210.5 kJ/mol
Highest occupied orbital energy (spin up / spin down): -14.857 / -14.856 eV

Each line ends with the Löwdin charge.
CARTESIAN COORDINATES (ANGSTROEM)
H (0.62554, -2.06817, 0.16194)  -0.042
H (0.06622, 1.90057, 0.64843)  0.158
C (0.02364, 0.34654, -0.70185)  -0.259
C (-0.52001, -0.85596, -1.21387)  -0.369
S (-0.33676, -2.38150, -0.72168)  1.128
H (-1.16339, 0.78500, 2.27510)  0.085
H (2.03471, 0.72073, 0.20039)  0.171
H (-0.13149, 1.19467, -1.27275)  0.132
H (-1.18659, -0.84423, -2.01142)  0.070
N (1.17227, 0.12487, 0.16052)  0.094
C (0.09542, 0.85154, 0.74759)  -0.254
O (-0.67955, 0.22594, 1.72760)  0.087

---

(3)
Below is a single C3H6NP molecule in a non-equilibrium geometry, with properties calculated with ωB97M-V/def2-TZVPD.

Properties
Net charge: 0
Max |F|: 2.936 eV/A
Energy: -513.83799 Eh
Orbital gap (spin up / spin down): 6.698 / 9.173 eV
Energy above the lowest of the compared OMol25 structures with the same formula, charge and spin: 345.8 kJ/mol
Highest occupied orbital energy (spin up / spin down): -7.363 / -9.298 eV

Each line ends with the Löwdin charge.
CARTESIAN COORDINATES (ANGSTROEM)
H (1.30687, 1.49280, -0.15227)  -0.029
C (-1.52202, 0.79680, -0.19355)  -0.357
P (1.23895, 0.16599, 0.38390)  0.745
C (-0.45816, 0.20534, 0.83274)  -0.446
H (-0.87731, -0.79617, 0.73178)  0.071
C (1.58449, -1.08891, -0.67747)  -0.320
H (-2.44245, 0.85577, 0.40169)  0.105
N (-1.41510, 0.88554, -1.40906)  0.152
H (1.08016, -1.96440, -0.15902)  0.018
H (-0.70155, 0.51102, 1.82699)  0.053
H (2.20614, -1.06379, -1.58572)  0.009

---

(4)
Below is a single C3H6NP molecule in a non-equilibrium geometry, with properties calculated with ωB97M-V/def2-TZVPD.

Properties
Net charge: 0
Max |F|: 3.572 eV/A
Energy: -513.87724 Eh
Orbital gap: 8.820 eV
Energy above the lowest of the compared OMol25 structures with the same formula, charge and spin: 242.8 kJ/mol
Highest occupied orbital energy: -8.586 eV

Each line ends with the Löwdin charge.
CARTESIAN COORDINATES (ANGSTROEM)
C (-0.27538, -1.40605, 0.13749)  -0.266
N (-1.03826, 1.28084, -0.10150)  -0.292
C (0.22898, 1.45866, -0.01998)  -0.365
H (0.62878, 2.52031, -0.19182)  0.120
H (1.38912, 0.21354, 1.35247)  0.094
C (1.22176, 0.38364, 0.19877)  -0.036
H (-0.30975, -1.89387, 1.06758)  -0.040
H (-0.00594, -2.25150, -0.54168)  0.021
H (-2.19499, -0.22794, -1.35206)  -0.062
H (2.06815, 0.16771, -0.57317)  0.089
P (-1.71246, -0.24536, 0.02390)  0.738

---

(5)
Below is a single C3H6NPS molecule in a non-equilibrium geometry, with properties calculated with ωB97M-V/def2-TZVPD.

Properties
Net charge: 0
Max |F|: 3.683 eV/A
Energy: -912.16796 Eh
Orbital gap: 9.975 eV
Energy above the lowest of the compared OMol25 structures with the same formula, charge and spin: 57.9 kJ/mol
Highest occupied orbital energy: -9.557 eV

Each line ends with the Löwdin charge.
CARTESIAN COORDINATES (ANGSTROEM)
H (-1.73127, -2.10594, -0.93751)  0.102
H (-0.98583, -1.68499, 1.35545)  0.066
S (0.23356, 0.39836, 1.17805)  0.509
H (-0.63453, -0.81667, -1.50019)  0.085
C (1.14938, 2.75287, -0.18972)  -0.621
C (-1.30633, -1.07599, -0.56934)  -0.241
H (0.49906, -1.98379, 0.36638)  0.095
P (1.58776, 1.03141, -0.30935)  0.556
N (0.77359, 3.81250, -0.04321)  0.080
C (-0.35572, -1.25039, 0.56127)  -0.648
H (2.88863, 1.29300, 0.36597)  -0.058
H (-2.11830, -0.37037, -0.27778)  0.076

---

(6)
Below is a single C3H6NPS molecule in a non-equilibrium geometry, with properties calculated with ωB97M-V/def2-TZVPD.

Properties
Net charge: 0
Max |F|: 3.144 eV/A
Energy: -912.14399 Eh
Orbital gap: 9.301 eV
Energy above the lowest of the compared OMol25 structures with the same formula, charge and spin: 120.9 kJ/mol
Highest occupied orbital energy: -8.437 eV

Each line ends with the Löwdin charge.
CARTESIAN COORDINATES (ANGSTROEM)
H (1.51324, -0.24336, -1.21207)  -0.082
H (2.75619, 1.31366, -0.46984)  -0.126
C (-1.49766, -0.20360, -0.08871)  -0.449
H (-0.88587, -2.35697, 0.76545)  0.126
S (-0.48055, 1.31768, -0.01178)  0.744
P (2.40474, 0.00343, -0.09786)  0.803
N (0.42310, -0.85812, 1.16015)  -0.130
C (0.90963, 0.41196, 0.94338)  -0.858
C (-0.64237, -1.27000, 0.65611)  -0.194
H (-2.48005, 0.09394, 0.40193)  0.079
H (-1.66417, -0.45301, -1.13054)  0.050
H (0.98117, 0.82516, 1.87929)  0.038

---

(7)
Below is a single C3H6O molecule in a non-equilibrium geometry, with properties calculated with ωB97M-V/def2-TZVPD.

Properties
Net charge: 0
Max |F|: 4.592 eV/A
Energy: -193.08235 Eh
Orbital gap: 9.581 eV
Energy above the lowest of the compared OMol25 structures with the same formula, charge and spin: 159.8 kJ/mol
Highest occupied orbital energy: -8.541 eV

Each line ends with the Löwdin charge.
CARTESIAN COORDINATES (ANGSTROEM)
H (-0.07427, -0.26180, -1.32513)  0.051
C (-1.10545, 0.12575, 0.29872)  -0.195
H (2.05611, 0.64852, -0.52436)  0.090
C (1.40856, 0.06620, 0.23110)  -0.139
H (1.33298, 0.83478, 0.94412)  0.034
H (-1.19067, 0.64655, 1.29202)  0.136
H (-2.18854, -0.64383, -1.04733)  0.105
O (-2.31864, -0.31843, -0.13818)  -0.016
H (2.01831, -0.89532, 0.60184)  0.117
C (0.06161, -0.20242, -0.33279)  -0.182

---

(8)
Below is 2 unconnected molecules or ions with the total composition C3H6O in a non-equilibrium geometry, with properties calculated with ωB97M-V/def2-TZVPD.

Properties
Net charge: 0
Max |F|: 4.632 eV/A
Energy: -192.94974 Eh
Orbital gap: 8.880 eV
Energy above the lowest of the compared OMol25 structures with the same formula, charge and spin: 507.9 kJ/mol
Highest occupied orbital energy: -8.601 eV

Each line ends with the Löwdin charge.
CARTESIAN COORDINATES (ANGSTROEM)
H (-0.91659, -0.40245, 2.16569)  0.144
C (-0.64255, -0.07375, 0.20387)  -0.440
H (0.19511, 1.79418, -0.88304)  0.122
O (-1.90160, 0.10318, -0.16237)  -0.013
H (0.85377, 1.53218, 0.76371)  0.107
H (0.37006, -0.47172, -1.54200)  0.110
C (0.57830, -0.36197, -0.49620)  -0.158
C (0.35539, 1.01977, -0.08993)  -0.146
H (-2.44424, -0.69475, -0.39511)  0.137
H (1.33485, -1.06748, -0.03150)  0.136

---

(9)
Below is 2 unconnected molecules or ions with the total composition C3H6O, with properties calculated with ωB97M-V/def2-TZVPD.

Properties
Net charge: 0
Max |F|: 0.353 eV/A
Energy: -192.90188 Eh
Orbital gap: 8.261 eV
Energy above the lowest of the compared OMol25 structures with the same formula, charge and spin: 633.6 kJ/mol
Highest occupied orbital energy: -7.562 eV

Each line ends with the Löwdin charge.
CARTESIAN COORDINATES (ANGSTROEM)
H (-0.47177, -0.43866, -1.57630)  0.199
O (-0.52232, -1.59665, 0.22173)  0.061
C (1.05790, 0.43501, 0.10073)  -0.126
C (-0.18803, -0.33513, -0.13231)  -0.569
H (-0.74676, 0.34946, -1.09179)  0.155
H (-0.83496, 1.36733, 1.20698)  0.074
H (1.67326, 0.80816, -0.72409)  0.092
H (-1.34498, -1.55450, 0.72981)  0.124
C (-0.31389, 0.98225, 0.34344)  -0.116
H (1.64650, -0.01409, 0.90508)  0.105

---

(10)
Below is a single C3H6O molecule in a non-equilibrium geometry, with properties calculated with ωB97M-V/def2-TZVPD.

Properties
Net charge: 0
Max |F|: 5.643 eV/A
Energy: -193.05384 Eh
Orbital gap: 10.703 eV
Energy above the lowest of the compared OMol25 structures with the same formula, charge and spin: 234.6 kJ/mol
Highest occupied orbital energy: -9.883 eV

Each line ends with the Löwdin charge.
CARTESIAN COORDINATES (ANGSTROEM)
H (-0.49321, 0.09272, 1.54416)  0.167
O (-1.61066, 0.04644, -0.32748)  -0.136
C (0.76826, -0.75267, -0.20808)  -0.073
C (0.62054, 0.77899, -0.18842)  -0.133
H (1.13631, 1.45830, 0.45656)  0.094
H (-2.46270, -0.52737, 0.24762)  0.217
H (1.54633, -1.14812, 0.39490)  0.084
C (-0.35873, -0.07812, 0.41122)  -0.451
H (0.34270, 1.27255, -1.09192)  0.097
H (0.51116, -1.14272, -1.23856)  0.134